Record 1
A 5-piece molecular cluster, H12NO4 overall at a distorted geometry, computed with ωB97M-V/def2-TZVPD.

Geometry as XYZ:
```
17
H12NO4 (ωB97M-V/def2-TZVPD)
N -0.3379 0.9442 -0.0509
H 0.4447 0.5201 -0.5830
H -0.5091 0.3203 0.7549
H 0.0294 1.8927 0.1626
H -1.1055 0.9353 -0.7224
H 0.7634 -4.9905 -1.1668
H 0.9120 -4.6270 0.3183
O 0.7856 -4.2473 -0.5585
H -2.2815 0.9835 1.9077
H -2.5053 -0.1261 2.8142
O -1.7693 0.2809 2.3332
H 0.9435 4.1939 0.2441
H 0.1328 3.9468 -1.0447
O 0.1776 3.7269 -0.1076
H 1.4350 -1.6733 -0.7859
H 1.5610 -1.2105 -2.1966
O 1.3237 -0.8698 -1.3187
```

The value obtained for the relative energy (zero: lowest compared OMol25 entry of this formula, charge and spin) is 17.5 kcal per mole. The calculation puts the total energy at -362.69000 Eh. As for the highest occupied orbital energy: -14.58 eV. Its net charge is +1.

Here are the Mulliken charges for atoms 1 to 6, given in e: number 1, N, carries -0.42; number 2, H, carries 0.36; number 3, H, carries 0.40; number 4, H, carries 0.38; number 5, H, carries 0.35; number 6, H, carries 0.32

Record 2
An isolated ion of composition C4H11N2 and charge +1, computed with ωB97M-V/def2-TZVPD.

Geometry as XYZ:
```
17
C4H11N2 (ωB97M-V/def2-TZVPD)
C -0.4719 2.1919 -0.3479
C 0.0471 0.9317 -1.0336
C 0.0304 -0.2831 -0.1415
N 0.2645 -0.0584 1.3207
C -0.0313 -1.5495 -0.5126
N 0.0914 -2.6036 0.4165
H -1.4271 2.0692 0.1487
H -0.5812 3.0051 -1.0713
H 0.2678 2.6333 0.3351
H -0.5791 0.6598 -1.8810
H 1.0466 1.1113 -1.4298
H 0.1543 0.9371 1.5310
H -0.3685 -0.6460 1.8697
H 1.2079 -0.3635 1.5938
H -0.1888 -1.7844 -1.5660
H -0.5064 -3.3744 0.1578
H 1.0442 -2.8763 0.6102
```

The value obtained for the relative energy (zero: lowest compared OMol25 entry of this formula, charge and spin) is 30.6 kcal per mole. The calculation puts the total energy at -268.25617 Eh. As for the highest occupied orbital energy: -13.82 eV. As for the SMILES: CC/C([NH3+])=C/N. Its net charge is +1.

Here are the Mulliken charges for atoms 1 to 6, given in e: number 1, C, carries -1.50; number 2, C, carries -0.25; number 3, C, carries -0.20; number 4, N, carries -0.19; number 5, C, carries -0.04; number 6, N, carries -0.57

Record 3
A 9-piece molecular cluster, H18O9 overall at a distorted geometry, computed with ωB97M-V/def2-TZVPD.

Geometry as XYZ:
```
27
H18O9 (ωB97M-V/def2-TZVPD)
O 1.0118 -0.2640 -0.6738
H 0.7424 0.6606 -0.7143
H 0.2250 -0.7496 -0.9462
O -0.3682 -0.3632 1.3912
H -1.1103 -0.9777 1.3642
H -0.3018 -0.0358 0.4871
O 0.1373 3.8287 -2.8310
H -0.4590 3.2396 -3.3068
H -0.4478 4.4831 -2.4330
O 0.8141 2.1133 2.5717
H 0.3620 1.2626 2.6011
H 1.1454 2.1718 1.6684
O 2.4572 -1.4173 2.8827
H 3.1640 -1.9707 3.2336
H 2.0872 -1.9387 2.1614
O 1.0957 4.7780 0.4022
H 1.7180 4.8406 1.1356
H 1.3190 3.9429 -0.0242
O -3.4066 0.3459 -0.1941
H -2.9797 0.4407 0.6648
H -3.3229 -0.5930 -0.3953
O -0.1117 -5.5287 -2.1649
H 0.1220 -6.1739 -2.8417
H 0.4707 -4.7814 -2.3422
O -1.2366 -2.7061 -0.3736
H -1.7740 -2.8344 -1.1633
H -1.3530 -1.7735 -0.1597
```

The value obtained for the relative energy (zero: lowest compared OMol25 entry of this formula, charge and spin) is 85.4 kcal per mole. The calculation puts the total energy at -687.88974 Eh. As for the highest occupied orbital energy: -10.92 eV. As for the SMILES: O.O.O.O.O.O.O.O.O. Its net charge is 0.

Here are the Mulliken charges for atoms 1 to 6, given in e: number 1, O, carries -0.65; number 2, H, carries 0.34; number 3, H, carries 0.33; number 4, O, carries -0.51; number 5, H, carries 0.32; number 6, H, carries 0.26

Record 4
A 2-piece molecular cluster, C2H10N2O overall at a distorted geometry, computed with ωB97M-V/def2-TZVPD.

Geometry as XYZ:
```
15
C2H10N2O (ωB97M-V/def2-TZVPD)
N -1.6948 -0.8517 1.0632
C -1.0600 -0.7642 -0.2188
C -0.3414 0.6176 -0.3599
N 0.3643 0.8167 -1.6485
H -0.8632 -0.7474 1.7391
H -2.1752 -1.8097 1.2338
H -1.7253 -0.8979 -0.9894
H -0.2249 -1.5437 -0.4695
H -1.1271 1.4563 -0.3826
H 0.2192 0.7531 0.5506
H -0.3645 0.9033 -2.4293
H 1.2225 0.2904 -1.8979
O 2.3615 0.2350 1.2840
H 3.3507 0.3503 1.3222
H 2.0583 1.1920 1.2030
```

The value obtained for the relative energy (zero: lowest compared OMol25 entry of this formula, charge and spin) is 26.3 kcal per mole. The calculation puts the total energy at -266.90232 Eh. As for the highest occupied orbital energy: -8.75 eV. As for the SMILES: NCCN.O. Its net charge is 0.

Here are the Mulliken charges for atoms 1 to 6, given in e: number 1, N, carries -0.61; number 2, C, carries -0.46; number 3, C, carries -0.26; number 4, N, carries -0.52; number 5, H, carries 0.25; number 6, H, carries 0.25

Record 5
A 3-piece molecular cluster, C41H60BrF3N3O3PS3 overall at a distorted geometry, computed with ωB97M-V/def2-TZVPD.

Geometry as XYZ:
```
115
C41H60BrF3N3O3PS3 (ωB97M-V/def2-TZVPD)
C 1.0578 3.4165 1.9827
C 0.3449 2.3619 2.6159
C -0.8693 1.2824 2.9844
C -1.8165 1.4392 4.3537
C -3.0223 0.4056 4.7601
C -3.9557 0.4802 6.1142
Br -5.9146 0.0590 5.7334
C -3.7525 1.8377 7.0133
C -5.0027 2.9132 6.8141
C -3.3538 -0.8503 3.7210
C -2.4401 -1.0586 2.3404
C -1.1941 0.0026 2.0099
S -0.2144 -0.4166 0.4237
C -1.5533 -1.0584 -0.7390
C -1.4782 -0.7561 -2.3480
C -0.2933 0.0465 -3.1449
C 0.1418 1.4846 -2.4910
C 1.6893 1.3144 -1.9481
C 2.7568 2.3876 -2.5769
C 4.1780 2.1812 -1.7194
C 4.1096 2.8337 -0.2039
C 5.2676 3.9736 0.0850
S 4.8334 5.6775 -0.5776
C 3.0317 6.0039 -0.1825
N 2.3440 6.7099 0.9654
N 0.9522 6.6275 0.7445
C 0.5948 5.8861 -0.5248
O 1.9359 5.5546 -1.0547
C -2.7504 -1.3367 -3.2648
C -3.9983 -2.2070 -2.5701
C -5.1862 -2.7537 -3.5954
C -6.6216 -1.9753 -3.4165
C -6.4872 -0.3150 -3.4502
F -5.6023 0.1167 -4.5677
F -6.0570 0.1856 -2.1229
F -7.8714 0.2217 -3.7233
C -4.0275 -2.5373 -0.9324
C -5.2430 -3.4437 -0.2303
C -4.7660 -4.9512 0.2024
C -4.8789 -6.0811 -0.9863
C -5.6246 -5.5390 1.5101
C -2.7755 -1.9314 -0.0031
N -2.8120 -2.2433 1.4767
P -1.5192 -3.4675 1.8492
S -0.8145 -4.3372 0.2580
H 1.9711 4.1091 1.6576
H -1.5669 2.3596 5.0430
H -3.5959 -0.4263 6.8028
H -2.6905 2.3380 6.9109
H -3.8271 1.4899 8.1530
H -5.2144 3.1459 5.6863
H -4.7662 3.9451 7.3553
H -5.9935 2.5148 7.3472
H -4.2362 -1.6051 3.9541
H 0.5851 -0.7083 -3.3225
H -0.7296 0.2931 -4.2284
H 0.1651 2.3338 -3.3240
H -0.5347 1.8524 -1.6067
H 2.1442 0.2376 -2.1276
H 1.7142 1.4700 -0.7657
H 2.3949 3.5001 -2.5971
H 3.0320 2.0553 -3.6877
H 4.3798 1.0163 -1.5583
H 5.1194 2.5857 -2.3044
H 3.0156 3.2167 -0.0408
H 4.3068 1.9679 0.5866
H 6.2944 3.5669 -0.3138
H 5.3883 4.1039 1.2650
H -0.4442 5.6211 -0.9935
H -2.8266 -1.1548 -4.4406
H -4.8248 -2.5711 -4.7107
H -5.3588 -3.8999 -3.3603
H -7.1772 -2.2733 -2.4218
H -7.3851 -2.2319 -4.2964
H -5.5430 -2.8879 0.7828
H -6.2212 -3.4768 -0.8738
H -3.6441 -4.9246 0.5413
H -5.8958 -6.6404 -0.8282
H -4.7047 -5.6651 -2.0663
H -4.0285 -6.8868 -0.7561
H -6.7338 -5.6911 1.1288
H -5.1778 -6.5779 1.8935
H -5.6164 -4.7113 2.3422
H -0.4095 -2.7334 2.4562
H -2.0623 -4.4888 2.7243
C 6.4709 -0.9443 -5.9078
C 5.3943 0.0498 -6.3113
O 5.2446 1.1289 -5.3921
C 6.3907 1.9518 -5.1877
C 6.8818 2.6298 -6.4555
H 6.2591 -1.3560 -4.9128
H 6.5192 -1.7683 -6.6273
H 7.4584 -0.4808 -5.8644
H 4.4316 -0.4702 -6.3445
H 5.5707 0.4344 -7.3203
H 7.1903 1.3736 -4.7131
H 6.0993 2.7235 -4.4657
H 7.1944 1.9061 -7.2120
H 7.7370 3.2755 -6.2351
H 6.0861 3.2400 -6.8960
C 3.4542 -1.3034 2.3091
C 2.7712 -0.4545 3.3688
O 2.4432 -1.1786 4.5519
C 3.5327 -1.7689 5.2569
C 4.5634 -0.7589 5.7320
H 2.8216 -2.1573 2.0355
H 3.6511 -0.7084 1.4112
H 4.4074 -1.7041 2.6596
H 1.8284 -0.0762 2.9608
H 3.3728 0.4246 3.6181
H 3.9970 -2.5509 4.6471
H 3.1054 -2.2739 6.1310
H 5.0304 -0.2279 4.8992
H 5.3552 -1.2600 6.2967
H 4.0944 -0.0079 6.3766
```

The calculation puts the total energy at -6396.56154 Eh. As for the highest occupied orbital energy: -7.98 eV. As for the SMILES: C#Cc1cc([C@H](Br)CC)cc2c1Sc1c(CCCCCCCSc3nnco3)cc(CCC(F)(F)F)c(CC(C)C)c1N2[PH2]=S.CCOCC.CCOCC. Its net charge is 0.

Here are the Mulliken charges for atoms 1 to 6, given in e: number 1, C, carries -0.13; number 2, C, carries -0.63; number 3, C, carries 0.60; number 4, C, carries -0.86; number 5, C, carries 0.78; number 6, C, carries -0.27